{
  "formula": "C2H17N2O4",
  "method": "ωB97M-V/def2-TZVPD",
  "homo_lumo_gap_ev": 10.02,
  "energy_ev": -13514.4258,
  "de_lowest_kj_mol": 26.21,
  "total_charge": 1,
  "lumo_energy_ha": -0.106,
  "elements": ["O", "N", "H", "H", "C", "H", "O", "H", "H", "H", "H", "O", "H", "O", "C", "H", "H", "N", "H", "H", "H", "H", "H", "H", "H"],
  "positions_angstrom": [[1.427, -4.185, -0.483], [-1.053, -2.363, -0.440], [0.065, 1.528, -1.075], [-1.590, 0.037, 0.844], [-0.333, -1.113, -0.534], [2.047, -3.482, -0.320], [1.911, 1.555, -2.004], [-2.234, 3.037, 2.506], [-1.989, 0.309, -0.890], [0.670, -3.741, -0.893], [0.569, -1.131, 0.075], [-2.069, 2.332, 1.866], [2.705, 1.178, -2.405], [1.757, 1.000, 1.748], [-1.208, 0.087, -0.166], [0.446, 1.272, 0.447], [-1.313, -2.589, 0.501], [-0.373, 1.359, -0.173], [-0.020, -0.927, -1.566], [1.730, 0.493, 2.563], [1.849, 2.376, -2.470], [-2.834, 1.779, 2.049], [-1.713, -2.508, -1.178], [-0.966, 2.113, 0.183], [2.520, 1.584, 1.814]],
  "mulliken_charge": [-0.64, -0.52, 0.39, 0.31, -0.56, 0.30, -0.62, 0.30, 0.39, 0.35, 0.37, -0.62, 0.31, -0.62, -0.57, 0.19, 0.21, -0.08, 0.35, 0.28, 0.29, 0.30, 0.23, 0.37, 0.28]
}

***

{
  "formula": "C2H19NO6S2",
  "method": "ωB97M-V/def2-TZVPD",
  "homo_lumo_gap_ev": 9.48,
  "energy_ev": -37829.1697,
  "smiles": "NCCSS.O.O.O.O.O.O",
  "lumo_energy_ha": 0.007,
  "elements": ["H", "H", "O", "H", "S", "C", "H", "H", "H", "H", "H", "H", "C", "H", "H", "H", "H", "O", "S", "O", "N", "H", "H", "O", "O", "H", "O", "H", "H", "H"],
  "positions_angstrom": [[-1.606, 1.792, -2.679], [-1.335, -1.012, 0.258], [-1.746, -0.696, -0.583], [-0.871, 1.004, 1.609], [1.507, 1.463, 1.444], [-0.014, 0.866, 2.260], [-2.240, -1.451, -0.923], [2.456, -0.440, -1.255], [-0.179, 1.475, 3.146], [2.057, 0.562, -3.265], [0.495, 2.496, -0.774], [-3.383, -0.396, 1.148], [0.185, -0.584, 2.643], [-2.405, -1.199, 2.042], [0.039, -2.435, 1.757], [0.545, 0.896, -3.215], [3.382, 0.648, -0.625], [-0.870, 1.525, -2.119], [0.959, 3.071, 0.355], [0.852, -1.430, -1.521], [-0.012, -1.462, 1.481], [-0.556, -0.842, 3.402], [1.022, -1.144, -2.444], [3.184, 0.182, -1.441], [-3.323, -0.918, 1.956], [-1.195, 0.781, -1.574], [1.205, 0.325, -3.659], [0.703, -1.289, 0.780], [1.162, -0.739, 3.106], [-0.016, -1.050, -1.311]],
  "mulliken_charge": [0.29, 0.34, -0.75, 0.25, -0.11, -0.37, 0.27, 0.46, 0.46, 0.36, 0.15, 0.34, -0.92, 0.33, 0.17, 0.42, 0.26, -0.67, -0.19, -0.77, -0.48, 0.38, 0.38, -0.63, -0.64, 0.38, -0.76, 0.22, 0.40, 0.41]
}

***

{
  "formula": "C2H20N2O7",
  "method": "ωB97M-V/def2-TZVPD",
  "homo_lumo_gap_ev": [9.69, 6.06],
  "energy_ev": -19701.6308,
  "multiplicity": 2,
  "total_charge": 1,
  "lumo_energy_ha": [-0.156, -0.289],
  "s_squared": 0.7584,
  "elements": ["H", "N", "H", "H", "H", "C", "O", "H", "H", "C", "H", "O", "O", "H", "O", "H", "H", "O", "H", "H", "N", "H", "H", "H", "O", "H", "H", "H", "O", "H", "H"],
  "positions_angstrom": [[-1.601, 1.493, 2.692], [2.194, 2.000, -0.544], [2.273, 1.770, -1.467], [-0.964, -0.844, 3.885], [-1.566, 1.438, -0.353], [2.561, -0.486, -0.186], [0.671, 0.531, -3.120], [-1.999, -0.978, -2.925], [1.866, -1.421, 1.476], [2.128, 0.742, 0.225], [-1.359, -0.697, 1.143], [-1.918, -0.110, -3.079], [-1.197, 2.026, 3.333], [-2.787, -0.353, 0.516], [-1.471, -2.234, -0.760], [-0.671, 2.303, -1.170], [2.837, -2.417, 0.581], [-1.907, -0.013, 0.722], [3.095, 2.442, -0.249], [2.987, -0.647, -1.199], [2.097, -1.642, 0.553], [-0.436, 2.439, 2.895], [-0.528, -2.388, -0.634], [-0.960, -2.141, 3.150], [-0.537, -1.374, 3.164], [0.734, -0.330, -3.518], [-1.774, -3.163, -0.487], [-0.129, 0.629, -2.674], [-1.600, 2.156, -0.953], [-1.934, 0.235, -2.210], [1.895, 1.034, 1.195]],
  "mulliken_charge": [0.32, -0.43, 0.25, 0.33, 0.35, -0.03, -0.59, 0.30, 0.24, -0.22, 0.28, -0.64, -0.61, 0.27, -0.57, 0.31, 0.34, -0.63, 0.35, 0.30, -0.35, 0.30, 0.27, 0.28, -0.60, 0.28, 0.31, 0.33, -0.61, 0.32, 0.51]
}

***

{
  "formula": "C2H22NO8S",
  "method": "ωB97M-V/def2-TZVPD",
  "homo_lumo_gap_ev": 7.34,
  "energy_ev": -31137.5559,
  "de_lowest_kj_mol": 222.66,
  "total_charge": -1,
  "lumo_energy_ha": 0.108,
  "elements": ["O", "O", "H", "H", "H", "S", "H", "H", "H", "H", "O", "H", "N", "H", "H", "H", "H", "C", "O", "O", "H", "H", "H", "H", "H", "H", "O", "H", "H", "O", "H", "O", "C", "H"],
  "positions_angstrom": [[2.567, 2.844, -0.012], [-2.906, 0.077, -0.255], [0.570, 3.854, -0.692], [2.911, -0.176, 2.139], [-1.896, -0.527, 2.488], [0.897, -0.121, 0.054], [1.663, 1.088, -3.246], [1.017, 0.406, 3.070], [-0.228, -0.495, -3.527], [-0.493, 3.541, 0.424], [-0.367, 3.822, -0.482], [1.575, -1.410, -1.935], [0.744, 1.264, -2.865], [0.075, -1.815, -1.471], [-1.883, -3.843, 0.273], [-2.377, 0.884, -0.180], [-0.993, -3.259, 1.459], [0.642, -0.920, -1.595], [3.832, -0.330, 1.875], [-1.829, -3.701, 1.280], [0.175, -0.732, 3.118], [-1.234, 0.711, 2.011], [-0.971, -2.494, -0.903], [0.741, 1.818, -2.026], [-3.523, 0.302, 0.455], [-2.437, -2.305, -0.598], [-2.047, 0.421, 2.410], [-0.951, 0.374, -2.224], [2.120, 2.759, -0.852], [0.414, -0.001, 3.710], [2.424, 1.953, 0.348], [-1.834, -2.897, -1.036], [0.015, 0.028, -2.590], [3.586, -1.121, 1.374]],
  "mulliken_charge": [-0.68, -0.54, 0.33, 0.27, 0.34, -0.33, 0.25, 0.32, 0.39, 0.32, -0.61, 0.27, -0.61, 0.13, 0.39, 0.25, 0.27, -0.49, -0.61, -0.71, 0.30, 0.27, 0.18, 0.22, 0.29, 0.32, -0.62, 0.17, 0.26, -0.66, 0.40, -0.78, -0.63, 0.33]
}

***

{
  "formula": "C2H22O10",
  "method": "ωB97M-V/def2-TZVPD",
  "homo_lumo_gap_ev": 9.56,
  "energy_ev": -22905.6383,
  "smiles": "OCCO.O.O.O.O.O.O.O.O",
  "de_lowest_kj_mol": 73.25,
  "lumo_energy_ha": -0.015,
  "elements": ["O", "H", "H", "O", "H", "O", "H", "H", "H", "H", "O", "O", "H", "O", "H", "H", "O", "H", "H", "H", "H", "H", "H", "C", "H", "H", "O", "C", "O", "H", "O", "H", "H", "H"],
  "positions_angstrom": [[3.279, -1.336, 0.010], [3.645, -2.227, 0.019], [-2.851, 2.341, -2.042], [-3.065, 3.000, -1.375], [-0.497, -2.166, 0.369], [-2.098, -1.383, -0.697], [-1.022, 1.984, 1.535], [-1.353, -3.893, -1.251], [3.344, -1.034, 0.922], [0.637, 0.033, 2.479], [-1.397, -4.606, 0.719], [0.405, 0.556, -0.966], [-2.099, -2.201, 1.189], [-1.177, 2.456, 0.710], [0.917, 0.045, -0.324], [-2.436, 2.840, -0.666], [1.373, 0.010, 1.862], [-1.680, -0.524, -0.585], [2.274, -1.896, -1.737], [0.641, 5.098, 0.179], [2.252, 3.330, 0.704], [1.450, 0.915, 1.517], [0.357, 4.030, -0.870], [-1.823, -3.702, -0.283], [-1.821, 3.132, 0.955], [0.096, 1.335, -0.491], [2.082, 2.679, 1.398], [-1.575, -2.307, 0.233], [0.911, 4.799, -0.695], [-1.774, -5.467, 0.524], [1.984, -2.691, -2.202], [1.328, -2.380, -2.831], [-2.909, -3.740, -0.461], [2.603, 2.969, 2.152]],
  "mulliken_charge": [-0.62, 0.31, 0.34, -0.61, 0.17, -0.52, 0.19, 0.27, 0.27, 0.26, -0.51, -0.55, 0.21, -0.58, 0.41, 0.35, -0.56, 0.30, 0.34, 0.32, 0.33, 0.28, 0.34, -0.44, 0.30, 0.18, -0.61, -0.04, -0.65, 0.30, -0.64, 0.32, 0.27, 0.27]
}

***

{
  "formula": "C2H22O10Pd",
  "method": "ωB97M-V/def2-TZVPD",
  "homo_lumo_gap_ev": [6.91, 5.30],
  "energy_ev": -26377.8069,
  "multiplicity": 3,
  "lumo_energy_ha": [-0.008, -0.066],
  "s_squared": 2.0076,
  "elements": ["O", "H", "H", "O", "H", "H", "H", "O", "H", "H", "H", "H", "H", "Pd", "H", "H", "H", "H", "H", "H", "O", "O", "H", "C", "O", "H", "C", "H", "O", "H", "O", "H", "H", "O", "O"],
  "positions_angstrom": [[-5.790, -1.896, 0.308], [-5.392, -1.708, 1.158], [2.287, 3.072, -3.194], [0.475, -0.827, 4.397], [2.339, 3.558, 2.189], [0.308, -4.869, 0.727], [-1.635, 0.742, 0.138], [4.135, -2.523, 2.457], [-0.191, -6.567, 0.453], [2.927, 3.810, -2.037], [0.064, -0.783, 5.260], [4.618, -2.289, 3.250], [-0.858, 3.417, -5.168], [-3.477, -3.390, -1.759], [-6.709, -1.651, 0.414], [-0.089, -0.147, 0.153], [-0.164, 1.266, -0.774], [-0.237, -1.069, 3.804], [-2.160, 5.091, -0.163], [2.289, 5.070, 2.135], [-1.629, 5.629, 0.424], [3.120, 3.184, -2.735], [3.230, -2.625, 2.748], [-0.783, 0.425, -0.463], [-1.285, -0.338, -1.549], [1.595, -1.404, -3.124], [-0.349, -5.673, 1.058], [2.847, -0.557, -3.210], [2.461, -1.373, -3.531], [-0.048, -6.074, 2.026], [2.705, 4.342, 2.597], [-2.049, 6.489, 0.406], [-0.707, 2.140, -4.371], [-1.636, -5.239, 0.872], [-0.211, 2.766, -4.898]],
  "mulliken_charge": [-0.63, 0.31, 0.33, -0.63, 0.31, 0.22, 0.28, -0.63, 0.24, 0.30, 0.32, 0.32, 0.31, 0.06, 0.31, 0.23, 0.20, 0.31, 0.31, 0.32, -0.63, -0.63, 0.31, -0.43, -0.31, 0.32, -0.42, 0.32, -0.64, 0.24, -0.63, 0.32, 0.32, -0.30, -0.62]
}

***

{
  "formula": "C2H23N2O8",
  "method": "ωB97M-V/def2-TZVPD",
  "homo_lumo_gap_ev": 10.68,
  "energy_ev": -21800.1689,
  "de_lowest_kj_mol": 175.43,
  "total_charge": 1,
  "lumo_energy_ha": -0.118,
  "elements": ["H", "H", "O", "H", "O", "H", "H", "H", "H", "O", "H", "H", "C", "O", "O", "H", "N", "O", "H", "O", "H", "H", "H", "O", "H", "H", "N", "H", "C", "H", "H", "H", "H", "H", "H"],
  "positions_angstrom": [[-1.542, 0.027, 3.803], [-1.846, -2.456, 1.364], [2.890, -0.168, -1.859], [0.410, -2.446, -3.406], [-2.346, -1.654, 1.536], [1.248, 0.337, -0.822], [3.176, 0.751, -1.826], [0.778, 0.939, 3.157], [-0.666, -0.892, 0.400], [2.166, -1.100, 1.663], [0.576, 3.751, -2.065], [0.167, 2.392, -3.239], [0.225, 0.676, -0.790], [-2.834, 1.494, -1.470], [1.239, -2.004, -3.405], [-0.029, 0.843, 1.922], [-0.709, -0.074, -0.204], [-1.081, -0.653, 3.463], [-3.508, 1.907, -0.917], [0.004, -2.179, 1.538], [-1.665, -1.374, 3.212], [1.653, 2.212, -2.105], [3.775, -0.555, -2.085], [0.607, 1.465, 2.366], [1.193, -1.575, -2.590], [1.874, -0.750, 2.477], [-0.126, 1.923, -1.282], [-3.069, 0.646, -1.879], [0.650, 2.638, -2.218], [1.780, -0.348, 1.076], [-0.972, 2.242, -0.915], [-3.189, -1.932, 1.200], [0.848, -2.669, 1.624], [-1.657, 0.282, -0.043], [-0.023, -1.696, 2.319]],
  "mulliken_charge": [0.28, 0.34, -0.53, 0.31, -0.64, -0.01, 0.26, 0.34, 0.38, -0.67, 0.32, 0.31, 0.32, -0.65, -0.59, 0.25, -0.07, -0.66, 0.32, -0.80, 0.31, 0.07, 0.27, -0.61, 0.28, 0.30, -0.02, 0.31, -0.57, 0.36, 0.21, 0.27, 0.38, 0.28, 0.36]
}

***

{
  "formula": "C2H23O10",
  "method": "ωB97M-V/def2-TZVPD",
  "homo_lumo_gap_ev": 8.10,
  "energy_ev": -22923.1186,
  "de_lowest_kj_mol": 203.36,
  "total_charge": -1,
  "lumo_energy_ha": 0.092,
  "elements": ["H", "H", "H", "C", "H", "H", "O", "O", "O", "O", "O", "H", "H", "H", "H", "H", "H", "H", "H", "H", "H", "H", "O", "H", "O", "H", "O", "C", "H", "O", "O", "H", "H", "H", "H"],
  "positions_angstrom": [[1.271, 1.853, 1.129], [-0.177, 0.937, -2.270], [-0.732, 2.558, 0.067], [-0.676, 1.461, 0.353], [-0.143, -1.100, -2.215], [-0.550, -2.702, 0.994], [0.391, 0.476, -2.873], [0.748, 0.723, 3.428], [-0.842, -1.716, -1.951], [1.973, -1.083, -1.277], [3.696, 0.983, -0.048], [-0.543, -1.243, 0.879], [0.055, 1.343, 3.598], [1.202, 1.166, -0.612], [1.625, -0.635, -0.491], [1.656, -2.343, 2.738], [-3.721, -0.597, -2.667], [1.563, -1.463, 1.636], [-3.432, 1.182, 1.353], [2.835, 0.889, 0.325], [0.860, 1.056, -3.430], [-2.564, -0.966, -1.752], [-3.936, 0.599, 0.828], [-0.780, -1.826, -1.012], [2.044, -2.287, 1.905], [-1.046, 0.789, -0.460], [0.952, 0.011, 0.932], [0.788, 1.235, 0.390], [2.044, -0.413, -1.918], [-1.134, -1.970, 1.056], [-3.404, -0.552, -1.788], [-1.099, 1.289, 1.359], [-3.312, 0.356, 0.169], [0.813, 0.542, 2.497], [3.589, 1.432, -0.858]],
  "mulliken_charge": [0.57, 0.25, 0.23, -0.84, 0.47, 0.31, -0.67, -0.72, -0.80, -0.69, -0.67, 0.25, 0.27, 0.48, 0.21, 0.33, 0.27, 0.31, 0.32, 0.35, 0.29, 0.46, -0.63, 0.33, -0.66, -0.21, 0.10, -0.98, 0.39, -0.73, -0.64, 0.28, 0.36, 0.17, 0.26]
}